(1)
Computed, not measured: a structure of composition C24H46CeCl3N2O4Si in a non-equilibrium geometry, with the ωB97M-V functional and the def2-TZVPD basis.

Geometry as XYZ:
```
81
Properties=species:S:1:pos:R:3:forces:R:3
C 1.41791 -1.11193 -3.81125 -0.3 -0.4 -0.1
C 1.01361 0.28839 -3.47530 -0.7 1.1 -0.3
H 1.46698 -1.26200 -4.89476 0.0 0.0 0.2
H 0.69319 -1.82405 -3.38795 0.3 0.0 -0.1
H 2.40526 -1.35204 -3.39570 -0.3 0.1 0.0
C 0.39108 1.10687 -4.35142 0.7 -0.2 0.5
C -0.09453 0.70743 -5.70241 -0.1 -0.2 -0.6
H 0.26488 2.17190 -4.12770 -0.1 -0.5 0.2
H -0.33972 -0.36268 -5.75479 0.1 0.3 0.0
H 0.64102 0.92033 -6.49426 -0.1 0.0 0.2
H -1.00125 1.27361 -5.96074 0.2 -0.2 0.0
Ce 0.02385 -0.75371 0.89390 0.1 0.3 0.2
Cl 2.53486 -0.82951 1.53376 1.3 0.1 0.2
Cl -1.89740 -2.38506 1.69298 -0.8 -0.5 0.2
C 0.81304 2.60002 1.64667 -0.6 -1.1 -0.1
O 0.10940 1.56143 1.61475 0.9 1.7 0.2
N 0.30781 3.82171 1.81832 -0.2 0.0 -0.2
C -1.13814 4.05999 1.86896 0.2 0.2 0.1
C 1.15997 4.99471 1.91042 0.0 0.0 0.1
H 1.91553 2.54220 1.53204 -0.5 0.1 0.1
H -1.67699 3.11286 1.90925 0.2 0.1 0.0
H -1.45755 4.63108 0.98431 0.2 -0.2 0.2
H -1.35927 4.66254 2.76136 0.0 -0.2 -0.2
H 2.20261 4.68906 1.78614 -0.2 0.1 0.0
H 1.03147 5.47373 2.88974 0.1 -0.1 -0.2
H 0.90035 5.71998 1.13044 0.1 -0.2 0.1
H -1.36540 -0.74875 -2.75197 -0.4 -0.1 0.3
H -2.67795 1.82918 -3.56598 -0.2 -0.2 0.2
C -2.37671 -0.80917 -2.31411 0.4 0.0 -0.3
C -3.44007 1.37554 -2.90922 0.1 0.0 0.1
N -2.82522 0.51890 -1.89787 -0.3 0.2 0.3
H -2.36042 -1.49121 -1.45700 0.0 0.2 -0.2
C -2.61154 0.96089 -0.64871 0.8 -1.2 0.3
O -1.97154 0.30773 0.20262 -1.9 1.5 -1.2
H -3.99346 2.18019 -2.40919 0.1 -0.2 -0.2
H -3.04336 1.95335 -0.42571 0.1 -0.3 0.0
H -3.07495 -1.17387 -3.07721 0.1 0.0 0.2
H -4.12251 0.77621 -3.52655 0.1 0.2 0.2
O 0.54189 -0.11028 -1.15138 0.2 0.5 -0.6
C 1.28757 0.69088 -2.02872 0.2 0.0 0.4
C -0.24104 2.68571 -1.85815 -0.4 0.3 0.1
C 1.04601 2.17658 -1.76367 0.4 -0.5 -0.2
H -1.04537 1.99154 -2.12794 0.5 0.5 0.3
C -0.48576 4.05166 -1.69694 0.2 -0.4 -0.1
H 2.36456 0.50149 -1.87002 0.0 0.1 0.1
C 2.12132 3.02985 -1.50898 -0.4 0.0 -0.1
H -1.51188 4.41668 -1.78039 0.3 0.1 0.0
C 0.59297 4.91506 -1.48723 -0.1 -0.1 0.0
C 1.89209 4.40215 -1.40073 0.1 0.2 0.1
H 3.12095 2.58680 -1.43948 -0.3 0.3 0.0
H 0.40743 5.98575 -1.40817 0.1 -0.2 0.0
H 2.74135 5.07813 -1.25954 -0.3 -0.2 0.0
Si 0.43684 -5.05774 0.22893 0.0 0.2 -0.1
Cl 0.52910 -3.08331 -0.71871 0.1 -1.6 -0.1
C -1.30418 -5.50351 0.71206 -0.4 0.0 -0.1
C 1.66978 -5.05768 1.62592 0.2 -0.1 0.2
C 1.00730 -6.32369 -1.00631 0.0 0.2 -0.4
H -1.96683 -4.63018 0.75763 0.2 -0.3 0.1
H -1.30180 -5.98108 1.70163 0.0 0.2 -0.2
H -1.72596 -6.22633 -0.00148 0.2 0.2 0.1
H 0.24453 -6.47207 -1.77929 0.2 0.0 0.0
H 1.13444 -7.27262 -0.46875 0.0 0.1 -0.1
H 1.95768 -6.05009 -1.47468 -0.1 -0.1 0.0
H 1.94598 -4.06000 1.98158 -0.1 -0.2 -0.1
H 2.58881 -5.57205 1.29504 -0.3 0.3 0.1
H 1.26258 -5.63820 2.46739 0.1 0.2 -0.1
C -1.07316 0.87236 4.67037 -0.1 0.1 0.0
C 0.20466 0.06512 4.64401 0.4 -0.5 -0.3
O 0.10405 -1.01228 3.69422 -0.1 0.0 0.5
C 0.26259 -2.33967 4.23493 -0.2 0.2 -0.3
C 1.70836 -2.76279 4.38238 0.3 0.2 0.1
H -1.18027 1.44957 3.74990 0.0 -0.1 0.1
H -1.05184 1.55447 5.52390 0.0 0.1 -0.1
H -1.94475 0.22280 4.77110 0.1 0.0 0.0
H 1.05475 0.67054 4.30330 -0.1 0.0 0.3
H 0.43124 -0.33512 5.64839 0.0 0.1 -0.4
H -0.24948 -2.40014 5.20605 -0.1 0.0 -0.2
H -0.26718 -2.97361 3.51533 0.1 0.0 0.3
H 2.20557 -2.18655 5.17365 0.0 -0.1 -0.1
H 1.74875 -3.82406 4.65316 0.0 0.1 0.0
H 2.27147 -2.60995 3.45383 -0.2 0.0 0.3
```
Positions in Å, forces in eV/Å.

Calculated values
2S+1	2
calculated total energy	-95185.973	eV
LUMO energy (alpha / beta)	0.37 / 0.37	eV
charge	0
HOMO level (alpha / beta)	-7.165 / -8.444	eV
⟨S²⟩	0.751
ΔE to the lowest compared entry with this formula, charge and spin	0.0	kJ/mol

(2)
Computed, not measured: a structure of composition C24H46Cl3LuN2O4Si in a non-equilibrium geometry, with the ωB97M-V functional and the def2-TZVPD basis.

Geometry as XYZ:
```
81
Properties=species:S:1:pos:R:3:forces:R:3
C -1.37479 4.79924 -1.97802 0.0 -0.4 0.0
C 0.00082 4.49544 -1.40829 1.5 0.8 -0.8
H -1.44901 5.85416 -2.28113 0.0 -0.4 -0.1
H -2.18208 4.55926 -1.25489 0.5 0.3 -0.3
H -1.53000 4.12553 -2.84761 0.0 0.5 0.2
C 0.81556 5.44775 -0.89531 -0.4 -1.0 -0.4
C 0.37034 6.81886 -0.55980 0.0 0.7 -0.2
H 1.83182 5.17892 -0.64717 0.1 0.0 0.1
H -0.61135 6.88747 -0.06955 0.1 -0.1 -0.1
H 0.32510 7.41928 -1.48099 -0.1 0.3 0.3
H 1.10258 7.27878 0.10604 -0.1 0.2 0.0
Lu -0.94868 -1.04708 0.41036 1.3 2.0 0.0
Cl -0.73092 -0.58875 -2.21776 -0.2 -0.4 0.4
Cl -2.77353 -1.83802 1.93527 -0.1 -0.1 0.1
H -1.76322 -5.98376 1.50530 -0.1 0.3 -0.2
H -2.94241 -6.38979 -1.00793 -0.2 0.0 0.0
C -2.27241 -5.01425 1.39128 -0.1 -0.2 0.4
C -3.30951 -5.37492 -0.83371 0.3 -0.1 0.1
N -2.34522 -4.64185 -0.02393 0.6 0.2 -0.3
H -1.78116 -4.25608 2.01166 -0.1 -0.2 -0.5
C -1.52002 -3.79478 -0.61113 0.4 0.5 1.0
O -0.65323 -3.11191 0.03169 -0.9 -1.7 -0.9
H -3.42366 -4.85260 -1.77695 -0.2 -0.1 -0.1
H -1.62017 -3.64000 -1.70482 -0.1 -0.1 0.5
H -3.30242 -5.13422 1.75077 0.3 0.1 -0.1
H -4.25250 -5.41807 -0.29395 -0.1 0.1 -0.1
H -2.03577 3.51178 1.73087 0.1 0.0 -0.2
H 0.91763 4.58997 2.43059 -0.4 -0.2 0.2
C -1.77781 3.22809 2.74798 0.2 -0.2 -0.2
C 0.54038 3.99604 3.28244 0.4 -0.1 -0.2
N -0.35053 2.91377 2.85064 0.3 -1.1 0.0
H -2.37724 2.36901 3.04368 0.1 -0.1 0.0
C 0.15584 1.71709 2.49954 -0.3 0.2 -0.3
O -0.48020 0.74765 2.00425 1.0 0.4 0.9
H 1.41330 3.58757 3.81582 -0.3 0.1 -0.1
H 1.25457 1.64021 2.71376 -0.8 0.0 -0.2
H -1.96741 4.04927 3.42893 -0.1 0.1 0.1
H -0.01011 4.66189 3.95201 0.1 -0.2 -0.1
O -0.55612 3.05011 -0.29693 -1.1 -2.3 2.4
C 0.32246 3.00060 -1.30855 -0.2 2.3 -0.2
C 2.24670 2.83276 0.32327 0.0 -0.1 -0.2
C 1.72588 2.58851 -0.94476 0.1 -0.3 -0.8
H 1.56792 3.25120 1.05461 0.1 0.2 -0.2
C 3.57217 2.54959 0.61582 0.2 -0.4 0.0
H 0.01383 2.50419 -2.23930 -0.1 -0.6 -0.1
C 2.51840 1.94094 -1.90211 0.4 0.3 0.4
H 3.95995 2.79890 1.61122 0.0 -0.2 -0.4
C 4.38506 1.93219 -0.35089 0.0 0.2 0.2
C 3.84833 1.62261 -1.60837 0.1 0.1 0.2
H 2.08714 1.70978 -2.87508 0.1 0.0 0.2
H 5.43368 1.70870 -0.11208 -0.5 0.1 -0.2
H 4.48790 1.12918 -2.34907 -0.3 0.2 0.2
Si -4.24922 0.75587 -0.92742 1.2 -1.0 1.6
Cl -2.24477 1.03480 0.08313 -2.8 1.2 -1.2
C -5.30756 0.41898 0.56519 -0.4 0.2 0.0
C -3.97605 -0.91924 -1.72475 0.0 0.3 -0.9
C -4.79381 2.30894 -1.77925 0.3 0.4 -0.8
H -4.74839 -0.02216 1.40171 -0.1 0.2 -0.4
H -6.08731 -0.30058 0.27256 0.0 0.2 0.1
H -5.78563 1.34894 0.89007 -0.1 -0.2 0.1
H -4.94805 3.11446 -1.05257 0.1 -0.2 0.1
H -5.75810 2.16353 -2.28546 0.1 -0.2 0.1
H -4.09131 2.69479 -2.54003 -0.2 -0.3 0.4
H -2.95715 -0.99451 -2.12970 -0.4 0.1 0.0
H -4.66618 -1.07523 -2.56236 0.0 -0.1 0.1
H -4.10901 -1.72562 -0.99547 -0.2 0.3 0.1
C 3.27149 -1.82157 -1.40859 0.7 -0.2 0.3
C 1.82828 -1.93009 -1.01231 -0.4 0.5 -0.3
O 1.38090 -0.99652 0.03229 0.9 -0.4 0.9
C 2.25236 -0.96745 1.22998 -0.3 0.3 -0.7
C 1.78376 -1.97311 2.25996 -0.2 0.1 0.0
H 3.60591 -0.78923 -1.55388 -0.2 -0.3 0.1
H 3.39992 -2.35192 -2.35875 -0.1 0.1 0.1
H 3.92799 -2.32705 -0.68147 0.0 0.3 -0.3
H 1.19148 -1.65949 -1.86103 0.3 -0.2 0.4
H 1.56929 -2.93192 -0.69496 0.1 -0.3 0.1
H 3.29716 -1.14276 0.92802 -0.5 0.1 0.0
H 2.18382 0.05989 1.60382 0.0 -0.2 -0.2
H 1.65237 -2.95874 1.81638 0.1 -0.1 0.0
H 2.52060 -2.05612 3.05744 0.0 0.0 0.1
H 0.82895 -1.66963 2.71486 0.2 0.0 0.0
```
Positions in Å, forces in eV/Å.

Calculated values
calculated total energy	-115873.798	eV
LUMO energy	0.01	eV
charge	0
HOMO level	-4.787	eV

> The highest calculated total energy belongs to which entry?

C24H46CeCl3N2O4Si

> Which of these has the lowest calculated total energy?

C24H46Cl3LuN2O4Si